DFT (ωB97M-V/def2-TZVPD) results for a structure of composition C4H8O2.

Properties
- E_tot: -8371.3690 eV
- F_max: 0.3 eV/Å
- Gap between HOMO and LUMO: 11.14 eV
- Relative energy (zero: lowest compared OMol25 entry of this formula, charge and spin): 44.11 kcal per mole
- E_LUMO: 1.1 eV
- 2S+1: 1

```
14
Properties=species:S:1:pos:R:3:forces:R:3:lowdin_charge:R:1
O 0.2313 0.7749 1.0540 -0.06 -0.01 0.14 -0.103
O -1.9717 0.5295 -0.5504 0.02 0.22 0.09 -0.056
C 1.4255 0.8960 0.2507 0.27 0.17 -0.09 -0.162
C -1.5014 -0.6580 0.0386 0.08 -0.30 0.11 -0.221
C -0.0476 -0.5108 0.4489 -0.14 -0.28 -0.07 -0.315
C 0.9477 -0.2229 -0.6752 0.04 -0.03 -0.14 -0.090
H -1.5882 1.2426 -0.0158 -0.13 -0.02 -0.13 0.089
H 2.3159 0.6386 0.8389 -0.13 0.04 -0.06 0.116
H 1.6388 -1.0169 -0.9613 -0.02 0.15 0.08 0.110
H 1.5451 1.8980 -0.1717 -0.06 -0.11 0.07 0.116
H 0.2602 -1.3224 1.1231 -0.06 0.06 -0.12 0.150
H -1.5502 -1.4491 -0.7200 -0.06 0.05 0.13 0.129
H -2.1270 -0.9697 0.8894 0.09 0.16 -0.08 0.121
H 0.4216 0.1699 -1.5492 0.14 -0.08 0.07 0.115
```
Positions in Å, forces in eV/Å.

***

DFT (ωB97M-V/def2-TZVPD) results for the molecule C4H8O2.

Properties
- E_tot: -8370.7475 eV
- SMILES: COC[C@H]1CO1
- F_max: 0.4 eV/Å
- Gap between HOMO and LUMO: 11.19 eV
- Relative energy (zero: lowest compared OMol25 entry of this formula, charge and spin): 58.44 kcal per mole
- E_LUMO: 1.1 eV
- 2S+1: 1

```
14
Properties=species:S:1:pos:R:3:forces:R:3:lowdin_charge:R:1
O -1.0630 -0.1633 -0.5503 0.06 -0.05 -0.05 -0.176
O 2.2822 -0.4517 0.8501 0.08 -0.06 0.18 -0.035
C 2.2468 0.0714 -0.4707 0.11 0.13 -0.32 -0.111
C -0.1403 -0.1157 0.5084 0.19 0.08 0.18 -0.198
C 1.1477 -0.7378 0.0458 -0.14 -0.12 -0.11 -0.279
C -2.2943 0.4172 -0.2043 -0.30 0.13 0.04 -0.119
H 2.9453 -0.3838 -1.1696 -0.03 0.05 0.10 0.111
H -2.1810 1.4872 0.0285 -0.01 -0.14 -0.03 0.090
H -2.9633 0.3082 -1.0607 0.10 0.02 0.11 0.089
H -0.5309 -0.6580 1.3863 0.06 0.06 -0.12 0.135
H 2.1522 1.1531 -0.5508 -0.09 -0.13 0.08 0.117
H 1.0833 -1.7693 -0.3011 -0.05 0.10 0.10 0.150
H 0.0661 0.9214 0.8215 -0.08 -0.11 -0.05 0.136
H -2.7506 -0.0790 0.6668 0.11 0.04 -0.12 0.090
```
Positions in Å, forces in eV/Å.

***

DFT (ωB97M-V/def2-TZVPD) results for a cluster of 2 separate species, C4H8O2 in total.

Properties
- E_tot: -8370.4311 eV
- SMILES: C1=COCCO1.[H][H]
- F_max: 0.2 eV/Å
- Gap between HOMO and LUMO: 9.41 eV
- Relative energy (zero: lowest compared OMol25 entry of this formula, charge and spin): 65.74 kcal per mole
- E_LUMO: 1.1 eV
- 2S+1: 1

```
14
Properties=species:S:1:pos:R:3:forces:R:3:lowdin_charge:R:1
O -0.6051 1.0875 -0.1631 -0.07 -0.01 0.04 -0.124
O 0.5988 -1.1230 1.1931 -0.04 -0.02 0.05 -0.085
C 0.7869 1.0182 0.0943 0.24 -0.02 0.04 -0.169
C -1.3052 0.1790 0.5860 -0.05 -0.11 0.09 -0.147
C 1.2454 -0.4332 0.1373 0.12 0.12 -0.18 -0.170
C -0.7392 -0.8368 1.2397 -0.18 0.05 -0.02 -0.132
H 1.0052 1.4993 1.0577 -0.03 -0.05 -0.11 0.137
H 2.3204 -0.5051 0.3214 -0.15 0.04 -0.04 0.131
H -2.3717 0.3665 0.5993 0.15 -0.08 0.03 0.120
H -1.3040 -1.5208 1.8611 0.05 0.13 -0.10 0.120
H -1.0016 -0.0910 -3.0547 0.00 -0.03 -0.08 0.043
H 1.2866 1.5681 -0.7076 -0.05 -0.09 0.12 0.131
H 1.0097 -0.9202 -0.8195 0.02 0.05 0.13 0.123
H -0.9263 -0.2885 -2.3449 -0.02 0.01 0.02 0.020
```
Positions in Å, forces in eV/Å.

***

DFT (ωB97M-V/def2-TZVPD) results for the molecule C4H8O2.

Properties
- E_tot: -8371.5639 eV
- SMILES: O[C@H]1C[C@@H](O)C1
- F_max: 0.4 eV/Å
- Gap between HOMO and LUMO: 10.96 eV
- Relative energy (zero: lowest compared OMol25 entry of this formula, charge and spin): 39.61 kcal per mole
- E_LUMO: 0.9 eV
- 2S+1: 1

```
14
Properties=species:S:1:pos:R:3:forces:R:3:lowdin_charge:R:1
O -1.4241 -0.3918 -1.3923 -0.31 -0.05 -0.04 -0.043
O 2.1170 0.7179 -0.0688 -0.01 0.08 -0.26 -0.026
C -0.9956 -0.4229 -0.0407 0.04 -0.03 0.21 -0.368
C 0.3726 -1.1226 0.0752 0.04 -0.09 -0.03 -0.062
C -0.3483 0.9118 0.3942 -0.02 0.11 -0.10 -0.069
C 1.0043 0.1910 0.6083 -0.14 -0.07 0.28 -0.365
H 1.3185 0.1196 1.6541 -0.18 0.02 -0.14 0.144
H 0.7564 -1.4177 -0.9063 -0.05 0.06 0.13 0.122
H 1.8239 0.9771 -0.9519 0.14 -0.08 0.09 0.092
H -1.7871 -0.8172 0.6110 0.19 0.07 -0.08 0.141
H 0.4245 -1.9795 0.7550 -0.03 0.16 -0.15 0.111
H -0.7655 1.4868 1.2292 0.06 -0.20 -0.19 0.111
H -2.1693 0.2212 -1.4518 0.10 -0.17 -0.04 0.095
H -0.3274 1.5263 -0.5154 0.16 0.18 0.32 0.117
```
Positions in Å, forces in eV/Å.

***

DFT (ωB97M-V/def2-TZVPD) results for the ion C4H8O2P with charge -1 in a non-equilibrium geometry.

Properties
- E_tot: -17662.3489 eV
- SMILES: CC(C)=C[P@@H](=O)[O-]
- Total charge: -1
- F_max: 5.9 eV/Å
- Gap between HOMO and LUMO: 8.23 eV
- Relative energy (zero: lowest compared OMol25 entry of this formula, charge and spin): 28.18 kcal per mole
- E_LUMO: 3.7 eV
- 2S+1: 1

```
15
Properties=species:S:1:pos:R:3:forces:R:3:lowdin_charge:R:1
P 1.2714 -2.2818 1.1114 1.31 0.50 -0.52 0.238
O 0.0223 -2.9060 1.5811 -1.59 -0.15 0.18 -0.423
O 2.5026 -2.7272 1.8112 1.06 0.30 -0.38 -0.451
C -0.2581 1.5451 -0.0392 -1.08 0.46 -0.80 -0.119
C -0.8479 -0.8837 -0.4382 0.68 2.53 -1.78 -0.126
C 0.1476 0.1068 0.2028 1.40 -0.90 3.02 -0.372
C 1.2085 -0.4157 1.0164 -4.83 0.06 -3.32 -0.101
H -0.3594 2.3558 0.7408 1.43 -0.92 -0.55 0.078
H -1.3350 1.4658 -0.2594 0.15 0.00 -0.30 0.046
H 1.2704 -2.3628 -0.3762 0.61 -0.65 0.95 0.026
H -0.7530 -0.8396 -1.5644 0.20 -0.09 0.89 0.093
H -1.9324 -0.7886 -0.2860 0.47 0.20 0.73 0.080
H -0.4057 -1.7243 -0.0626 -0.73 -2.86 0.07 -0.070
H 0.1851 1.8326 -1.0281 -0.15 0.52 0.98 0.079
H 1.9362 0.2271 1.3946 1.07 1.00 0.83 0.024
```
Positions in Å, forces in eV/Å.

***

DFT (ωB97M-V/def2-TZVPD) results for the molecule C4H8O2S in a non-equilibrium geometry.

Properties
- E_tot: -19203.3289 eV
- F_max: 5.0 eV/Å
- Gap between HOMO and LUMO (spin up / spin down): 8.11 / 8.35 eV
- Relative energy (zero: lowest compared OMol25 entry of this formula, charge and spin): 116.90 kcal per mole
- E_LUMO (spin up / spin down): -1.2 / -0.8 eV
- 2S+1: 1

```
15
Properties=species:S:1:pos:R:3:forces:R:3:lowdin_charge:R:1
S 2.0936 0.1017 0.8394 0.06 0.60 0.57 0.980
O 2.7873 -0.3457 -0.4219 -0.02 0.79 0.97 -0.475
O 1.0738 -1.0887 -1.2757 -0.33 -1.10 -2.37 -0.072
C 0.6065 1.7980 -0.7305 -0.40 -0.46 -2.75 -0.142
C -0.1423 -1.9534 0.6287 3.94 2.70 -1.37 -0.030
C 0.4472 0.6275 0.1990 -0.91 -0.61 0.60 -0.502
C 0.0731 -0.8136 -0.4543 -0.55 0.45 0.49 -0.515
H -1.0701 -2.3436 0.5373 -2.87 -1.38 0.16 0.028
H 1.4631 1.5901 -1.4842 -1.86 0.34 0.85 0.112
H 0.0777 -1.3819 1.5280 -0.38 -1.00 0.72 0.044
H -0.4126 0.8790 0.8999 1.58 -0.53 -0.01 0.141
H 0.6819 -2.6617 0.3568 -0.92 0.35 0.71 0.106
H -0.4142 2.1023 -1.1914 1.72 -0.94 0.16 0.115
H 0.8666 2.6967 -0.2396 0.54 0.81 1.05 0.046
H -0.8470 -0.6024 -1.0569 0.39 -0.01 0.23 0.166
```
Positions in Å, forces in eV/Å.

***

DFT (ωB97M-V/def2-TZVPD) results for a cluster of 3 separate species, C4H8O2S2 in total in a non-equilibrium geometry.

Properties
- E_tot: -30037.7063 eV
- F_max: 4.1 eV/Å
- Gap between HOMO and LUMO: 4.32 eV
- Relative energy (zero: lowest compared OMol25 entry of this formula, charge and spin): 140.33 kcal per mole
- E_LUMO: -4.6 eV
- 2S+1: 1

```
16
Properties=species:S:1:pos:R:3:forces:R:3:lowdin_charge:R:1
S -0.4999 -1.5601 2.0203 -1.04 3.32 0.29 0.329
S -1.1359 0.3841 2.0355 0.62 -3.82 -1.22 0.585
O -0.6194 0.2106 -1.6191 -0.34 0.18 0.32 -0.104
O 0.8810 -1.2450 -2.3908 -0.58 -0.01 -0.06 -0.013
C -2.2625 0.4466 0.6509 -0.70 0.06 1.72 -0.420
C -0.0886 -0.9491 -1.6993 0.23 -0.09 -0.10 -0.594
C 1.9202 0.7050 0.7682 -0.31 -0.34 0.32 -0.128
C 2.0831 0.3246 -0.5008 -0.16 0.46 0.30 -0.067
H 1.7364 1.7440 1.0547 -0.63 -0.25 -0.25 0.051
H -2.8914 -0.4531 0.5951 0.57 0.06 -0.03 0.061
H -0.5263 -1.7231 -1.0397 -0.15 -0.26 0.03 0.094
H -2.9383 1.2777 0.8898 0.37 0.20 -0.50 0.048
H 1.8348 -0.0158 1.5862 1.17 0.16 0.03 0.002
H 1.5555 0.9177 -1.2473 1.14 0.30 -0.31 0.061
H -1.6221 0.5291 -0.2768 0.47 -0.06 -0.82 0.024
H 2.5732 -0.5933 -0.8269 -0.67 0.07 0.29 0.072
```
Positions in Å, forces in eV/Å.

***

DFT (ωB97M-V/def2-TZVPD) results for a cluster of 3 separate species, C4H8O2S2 in total in a non-equilibrium geometry.

Properties
- E_tot: -30036.7246 eV
- F_max: 2.6 eV/Å
- Gap between HOMO and LUMO: 2.87 eV
- Relative energy (zero: lowest compared OMol25 entry of this formula, charge and spin): 162.97 kcal per mole
- E_LUMO: -5.2 eV
- 2S+1: 1

```
16
Properties=species:S:1:pos:R:3:forces:R:3:lowdin_charge:R:1
S -1.9380 -1.4748 -0.4446 -0.57 2.34 0.83 0.538
S -2.3744 0.3426 0.2536 0.70 -1.96 -0.90 0.373
O 1.6462 2.8632 0.9251 -0.19 0.06 0.07 -0.036
O 2.7400 0.9690 1.1221 0.19 -0.37 0.15 0.022
C -2.5576 -2.5563 0.8269 -0.53 -0.81 0.40 -0.447
C 0.6885 0.7977 -1.2682 0.80 -0.89 -0.11 -0.140
C 1.7488 1.6874 1.3225 0.02 0.45 -0.10 -0.632
C 1.8217 1.0039 -1.9326 0.74 0.72 0.88 -0.049
H 2.4454 1.8482 -1.6180 -0.67 0.47 -0.70 0.064
H 0.2373 1.5734 -0.6663 0.16 0.03 0.08 0.016
H 2.3870 0.3390 -2.5742 -0.45 -0.60 0.22 0.050
H -3.5058 -3.0280 0.5310 0.11 0.40 -0.24 0.057
H 0.3975 -0.2320 -1.0520 -0.62 0.14 -0.81 -0.004
H 0.8911 1.2407 1.8699 -0.15 -0.20 0.17 0.105
H -2.7412 -1.9638 1.7242 0.25 -0.25 -0.03 0.030
H -1.8866 -3.4102 0.9806 0.21 0.46 0.08 0.055
```
Positions in Å, forces in eV/Å.

***

DFT (ωB97M-V/def2-TZVPD) results for the molecule C4H8O2Si in a non-equilibrium geometry.

Properties
- E_tot: -16247.9955 eV
- SMILES: C/C(O)=C/[SiH2]C=O
- F_max: 4.3 eV/Å
- Gap between HOMO and LUMO: 9.31 eV
- Relative energy (zero: lowest compared OMol25 entry of this formula, charge and spin): 52.19 kcal per mole
- E_LUMO: 0.6 eV
- 2S+1: 1

```
15
Properties=species:S:1:pos:R:3:forces:R:3:lowdin_charge:R:1
Si 0.9211 -0.3952 -1.5783 -3.38 2.58 -0.84 0.684
O 2.6502 1.5625 -2.2042 -0.88 0.43 -0.21 -0.060
O -1.7241 -0.8675 0.3779 -1.19 0.42 0.72 0.053
C 0.5048 -0.0402 0.1544 -1.19 0.60 0.30 -0.206
C 1.4536 1.3290 -2.2633 0.55 -0.47 0.00 -0.367
C -0.8390 0.1030 2.2948 -1.30 0.65 -1.20 -0.021
C -0.6775 -0.1564 0.7999 1.17 -1.86 1.28 -0.466
H -1.5683 -0.6329 2.8175 1.35 1.54 -1.02 0.124
H 1.2566 0.5460 0.6767 0.09 -0.19 0.07 0.075
H 2.0347 -1.0981 -1.6913 3.22 -2.38 -0.39 -0.078
H -1.1301 1.1752 2.2990 -0.32 -0.65 0.85 0.093
H -1.5837 -1.2400 -0.4681 0.27 -0.50 -1.66 0.061
H 0.1677 0.0606 2.6210 0.70 -0.16 1.12 0.054
H -0.1858 -0.8824 -2.5311 0.40 0.02 0.83 -0.019
H 0.7099 2.0755 -2.6610 0.50 -0.02 0.14 0.073
```
Positions in Å, forces in eV/Å.

***

DFT (ωB97M-V/def2-TZVPD) results for the molecule C4H8O3.

Properties
- E_tot: -10419.5132 eV
- SMILES: O=C(CO)CCO
- F_max: 0.5 eV/Å
- Gap between HOMO and LUMO: 10.99 eV
- Relative energy (zero: lowest compared OMol25 entry of this formula, charge and spin): 34.37 kcal per mole
- E_LUMO: 0.7 eV
- 2S+1: 1

```
15
Properties=species:S:1:pos:R:3:forces:R:3:lowdin_charge:R:1
O 1.1308 -1.6818 0.5463 0.03 -0.32 0.02 -0.057
O -0.8551 0.5084 -1.4200 0.08 -0.02 0.30 0.071
O -2.8748 0.4134 0.0646 -0.04 -0.02 0.00 -0.063
C 0.9900 0.6188 -0.0106 -0.02 0.05 0.07 -0.095
C -1.6811 0.5857 0.7694 0.38 0.01 0.06 -0.187
C 1.5944 -0.7327 -0.3934 0.07 0.32 -0.24 -0.267
C -0.5190 0.5828 -0.2504 -0.14 -0.08 -0.50 -0.318
H 1.2799 -0.9867 -1.4163 0.00 0.04 0.21 0.121
H -2.5900 0.3390 -0.8665 -0.20 0.05 0.08 0.072
H 1.3708 1.3558 -0.7281 -0.06 -0.04 0.20 0.128
H -1.7193 1.5339 1.3320 0.30 -0.11 -0.18 0.129
H 1.3273 0.9018 0.9911 -0.34 -0.08 -0.02 0.122
H 2.6937 -0.6618 -0.3889 -0.22 0.02 0.09 0.120
H 1.4094 -2.5594 0.2585 -0.08 0.12 0.11 0.094
H -1.5572 -0.2171 1.5122 0.25 0.08 -0.20 0.129
```
Positions in Å, forces in eV/Å.

***

DFT (ωB97M-V/def2-TZVPD) results for a cluster of 2 separate species, C4H8O3 in total in a non-equilibrium geometry.

Properties
- E_tot: -10415.9211 eV
- SMILES: C=CC(C)=O.OO
- F_max: 3.3 eV/Å
- Gap between HOMO and LUMO: 10.46 eV
- Relative energy (zero: lowest compared OMol25 entry of this formula, charge and spin): 117.20 kcal per mole
- E_LUMO: 0.6 eV
- 2S+1: 1

```
15
Properties=species:S:1:pos:R:3:forces:R:3:lowdin_charge:R:1
O -0.3660 1.2830 1.0998 -0.55 -0.77 -0.19 0.062
O 2.1253 0.4515 1.6437 -1.17 0.76 -1.81 -0.137
O 1.8806 -0.9820 1.6368 -0.04 0.61 0.34 -0.097
C 0.3684 0.4455 -1.0069 -1.56 -1.03 -0.20 -0.085
C -0.5523 0.4113 0.2704 1.28 1.18 -1.37 -0.427
C -1.6227 -0.6366 0.3323 0.16 -0.13 0.45 -0.008
C -0.1735 0.5539 -2.2256 0.39 0.08 0.63 0.020
H -1.7780 -0.9132 1.3793 -0.06 0.10 -0.15 0.092
H 1.4254 0.2032 -0.9278 -0.07 0.18 0.31 0.103
H 0.4373 0.4603 -3.1195 -0.08 0.21 0.14 0.061
H -1.2304 0.7576 -2.3634 0.02 -0.14 -0.02 0.065
H -2.5538 -0.2158 -0.0534 0.02 -0.06 -0.08 0.094
H 1.4061 0.8328 0.9798 1.97 -1.09 2.44 0.072
H -1.3383 -1.5204 -0.2409 -0.12 0.17 0.00 0.089
H 1.9721 -1.1312 2.5954 -0.17 -0.08 -0.48 0.094
```
Positions in Å, forces in eV/Å.

***

DFT (ωB97M-V/def2-TZVPD) results for a cluster of 2 separate species, C4H8O3 in total.

Properties
- E_tot: -10418.6092 eV
- SMILES: C[C@@H](O)C=O.C=O
- F_max: 0.6 eV/Å
- Gap between HOMO and LUMO: 10.62 eV
- Relative energy (zero: lowest compared OMol25 entry of this formula, charge and spin): 55.22 kcal per mole
- E_LUMO: 0.3 eV
- 2S+1: 1

```
15
Properties=species:S:1:pos:R:3:forces:R:3:lowdin_charge:R:1
O -1.6647 1.3006 0.7493 -0.19 0.60 -0.08 -0.001
O 1.2954 1.1148 0.6618 -0.22 -0.35 -0.42 0.049
O 0.7847 -1.3473 1.4227 0.15 0.02 0.11 -0.017
C 0.1475 -0.9405 0.2441 -0.02 0.01 -0.18 -0.422
C 0.5259 -1.8571 -0.9175 0.04 -0.08 -0.07 -0.038
C -1.4144 2.3833 0.2800 -0.26 -0.08 0.20 -0.114
C 0.5254 0.4970 -0.0427 0.41 0.07 0.08 -0.253
H -0.0498 -1.6434 -1.8258 0.08 0.03 0.16 0.083
H 1.5949 -1.7860 -1.1417 -0.12 0.00 0.03 0.088
H -0.3979 2.8200 0.3322 -0.17 -0.05 0.03 0.092
H -2.1871 2.9653 -0.2441 -0.08 0.12 0.07 0.092
H 1.3865 -0.6191 1.6529 -0.09 -0.11 0.16 0.086
H -0.9434 -0.9757 0.3784 0.19 0.07 0.00 0.142
H 0.3103 -2.8814 -0.6045 0.04 0.09 -0.11 0.085
H 0.0868 0.9694 -0.9453 0.25 -0.33 0.01 0.128
```
Positions in Å, forces in eV/Å.